C41H39F3IrNO4SSbSeSiTe as an isolated structure in a non-equilibrium geometry. Source: OMol25; level of theory: ωB97M-V with the def2-TZVPD basis set.

Properties
maximum force: 2.6 eV Å⁻¹
spin multiplicity: 2
relative energy (zero: lowest compared OMol25 entry of this formula, charge and spin): 506.3 kJ/mol

CARTESIAN COORDINATES (ANGSTROEM)
Ir -0.225 0.122 -0.124
Te -1.390 2.262 -1.830
Sb -1.427 -0.236 2.474
Se 0.937 2.620 0.419
S -4.499 3.418 -2.237
Si -0.117 -2.698 -1.694
F -4.202 -4.163 6.503
F -6.238 3.311 0.665
F 0.326 3.330 7.297
O 0.140 1.648 1.476
O 1.297 1.600 -0.808
O 2.206 3.226 1.095
O -0.090 3.728 -0.127
N 1.626 -1.610 0.228
C -1.731 1.411 5.039
C -0.030 2.527 6.274
C 0.947 2.036 5.430
C 1.181 -0.602 -5.062
C 1.135 -2.906 -0.217
C -1.260 -4.853 -3.243
C -1.403 -1.489 -1.014
C 1.917 -1.572 1.658
C -4.436 -2.352 5.016
C -3.092 0.982 1.896
C -2.337 -6.154 -1.053
C 2.767 -1.131 -0.575
C -3.861 -1.495 4.093
C -3.651 -3.332 5.594
C -5.028 4.953 -1.679
C -4.067 5.590 -0.955
C 0.543 -0.944 -3.882
C -5.189 2.550 1.046
C 3.994 -0.790 0.271
C -2.878 4.848 -0.843
C 4.365 -1.952 1.189
C -2.579 -6.636 -2.330
C -3.053 2.356 2.077
C 3.156 -2.394 2.028
C -5.231 1.188 0.808
C -2.934 3.644 -1.499
C -1.368 2.219 6.101
C -1.766 -2.618 4.344
C -2.316 -3.485 5.269
C 1.746 -3.008 -3.836
C -4.170 0.408 1.235
C -2.524 -1.617 3.759
C 0.805 -2.158 -3.256
C 0.568 1.223 4.377
C -0.767 0.918 4.171
C 2.106 -1.464 -5.629
C -1.005 -4.355 -1.969
C 2.395 -2.667 -5.006
C -1.565 -5.022 -0.880
C -2.038 -5.983 -3.425
C -4.108 3.151 1.663
H 3.122 -3.340 -5.437
H -2.104 2.619 6.780
H 3.030 -1.894 -1.315
H -0.719 -2.715 4.081
H 0.588 -3.360 0.609
H 2.065 -0.531 1.950
H -4.183 -0.660 1.055
H 1.979 2.306 5.588
H -2.774 1.160 4.884
H -3.178 -7.523 -2.468
H -5.475 -2.266 5.293
H -2.229 -6.350 -4.423
H -2.001 5.169 -0.305
H 1.959 -3.581 -0.471
H -2.022 -2.024 -0.289
H 1.045 -1.958 2.197
H -2.759 -6.655 -0.194
H 4.825 -0.569 -0.400
H 2.466 -0.233 -1.121
H -0.170 -0.256 -3.439
H 3.350 -2.263 3.093
H -2.072 -1.127 -1.795
H -4.206 6.566 -0.523
H -4.462 -0.722 3.636
H 0.956 0.337 -5.546
H -1.732 -4.262 5.737
H 1.962 -3.955 -3.360
H 2.601 -1.202 -6.552
H -2.190 2.813 2.534
H 5.188 -1.649 1.834
H -0.849 -4.344 -4.101
H 2.944 -3.453 1.870
H -4.093 4.220 1.807
H 1.322 0.856 3.699
H 4.721 -2.784 0.580
H -6.026 5.275 -1.900
H -6.083 0.764 0.301
H -1.401 -4.642 0.118
H 3.807 0.110 0.858

***

C41H39F3IrNO4SSbSeSiTe as an isolated structure in a non-equilibrium geometry. Source: OMol25; level of theory: ωB97M-V with the def2-TZVPD basis set.

Properties
maximum force: 1.2 eV Å⁻¹
spin multiplicity: 6
relative energy (zero: lowest compared OMol25 entry of this formula, charge and spin): 205.6 kJ/mol

CARTESIAN COORDINATES (ANGSTROEM)
Ir 1.268 0.079 -0.952
Te 0.951 -2.053 -2.571
Sb -2.245 -0.023 -1.532
Se 0.126 1.445 -3.210
S 1.230 -5.317 -2.079
Si 3.497 0.672 1.255
F -5.465 3.522 -5.506
F -2.684 -5.898 -3.507
F -7.397 0.596 1.988
O -0.770 0.069 -3.505
O -0.244 2.648 -4.190
O -0.269 1.740 -1.585
O 1.714 1.036 -3.155
N 0.794 0.075 1.563
C 7.737 -0.340 2.941
C 3.047 3.104 -0.160
C 2.070 -0.041 2.301
C 3.265 2.520 1.092
C -3.120 2.559 -2.943
C -3.357 1.189 -2.881
C 6.165 1.273 2.094
C -5.036 1.405 -4.597
C -2.516 -3.055 -1.310
C -4.920 -0.912 -0.155
C 6.746 -1.314 2.912
C 5.155 0.308 2.053
C -3.829 3.355 -3.832
C 7.444 0.954 2.533
C 1.610 -6.060 -0.592
C 3.091 4.721 2.095
C -5.308 1.427 1.319
C 3.287 3.352 2.215
C 3.311 -0.191 -0.358
C -3.945 0.080 -0.142
C -2.517 -2.014 -2.237
C -2.575 -4.375 -1.732
C 5.472 -0.990 2.469
C 2.850 4.475 -0.285
C -4.139 1.246 0.594
C -6.098 -0.736 0.563
C 0.145 1.410 1.765
C -2.535 -2.299 -3.601
C -2.627 -4.624 -3.089
C -2.607 -3.615 -4.034
C -6.262 0.427 1.288
C -4.771 2.759 -4.642
C -0.145 -1.009 1.905
C 1.355 -3.737 -1.409
C -1.104 1.352 2.648
C 1.816 -5.138 0.394
C -0.572 -0.997 3.375
C -4.321 0.619 -3.706
C 2.872 5.284 0.842
C 1.666 -3.809 -0.075
C -0.888 0.435 3.849
H 8.735 -0.591 3.276
H -3.395 2.035 0.587
H -6.883 -1.481 0.557
H -2.569 -5.198 -1.028
H -5.786 0.981 -5.252
H -1.963 0.998 2.075
H 0.876 2.072 2.226
H -0.108 1.848 0.798
H -0.062 0.828 4.448
H -2.455 -1.497 -4.324
H -2.460 -2.846 -0.246
H 1.810 -2.922 0.530
H -5.491 2.326 1.893
H -4.784 -1.818 -0.733
H -1.020 -0.907 1.258
H 3.930 0.226 -1.158
H 2.284 -1.104 2.464
H 2.680 4.908 -1.264
H 8.214 1.716 2.552
H -4.541 -0.440 -3.651
H 6.971 -2.326 3.227
H 3.544 -1.259 -0.279
H 3.458 2.926 3.201
H -1.449 -1.642 3.482
H 5.948 2.288 1.776
H 3.108 5.351 2.977
H 2.725 6.353 0.748
H 2.061 -5.402 1.414
H 4.710 -1.765 2.442
H -2.626 -3.867 -5.086
H -3.641 4.417 -3.913
H -2.367 3.019 -2.317
H 0.321 -1.963 1.659
H 3.020 2.482 -1.050
H 0.216 -1.434 3.990
H 1.679 -7.135 -0.521
H -1.336 2.367 2.976
H -1.772 0.439 4.487
H 1.997 0.422 3.295

***

C41H40F3N5O2SiTi as an isolated structure. Source: OMol25; level of theory: ωB97M-V with the def2-TZVPD basis set.

Properties
maximum force: 0.9 eV Å⁻¹
spin multiplicity: 3
relative energy (zero: lowest compared OMol25 entry of this formula, charge and spin): 19.3 kJ/mol

CARTESIAN COORDINATES (ANGSTROEM)
Ti 0.377 -0.050 0.165
Si 2.906 1.008 2.509
F 7.460 -1.582 -6.272
F 7.923 0.488 -5.838
F 6.397 -0.004 -7.294
O -1.578 3.557 -1.023
O -0.942 -1.638 3.797
N -0.465 1.597 -1.172
N -0.008 -1.467 1.741
N -1.096 0.840 1.244
N -0.779 -1.850 -1.074
N -2.842 -1.194 -0.273
C 1.269 -3.671 1.675
C -0.327 0.150 -3.714
C -1.979 1.149 3.469
C -0.226 1.531 -3.698
C 6.912 -0.360 -6.097
C 5.990 0.443 -3.897
C -0.197 -2.871 3.598
C -0.567 -3.721 -2.562
C -0.036 -2.713 -1.795
C -2.104 -2.005 -1.083
C 5.006 0.421 -2.921
C 3.948 -0.527 2.257
C -1.048 3.543 -2.376
C 2.012 0.831 4.154
C -0.111 2.315 -2.415
C 2.866 -0.426 -2.050
C 3.306 -3.927 0.417
C -1.592 2.067 0.897
C 4.760 -1.189 -5.166
C 1.976 -0.398 -1.214
C 2.541 -5.721 1.812
C -1.273 0.397 2.537
C -0.345 0.152 -6.121
C -0.393 -0.537 -4.919
C -2.311 2.836 1.763
C 4.104 2.442 2.706
C 5.867 -0.361 -5.019
C 1.724 1.362 1.139
C 3.889 -0.406 -3.051
C 3.783 -1.212 -4.192
C -0.186 2.220 -4.908
C -1.959 -3.844 -2.604
C -0.686 -0.907 2.702
C -2.519 2.366 3.093
C 3.478 -5.204 0.926
C 2.206 -3.166 0.789
C 1.444 -4.960 2.180
C 0.034 -2.906 2.082
C -1.191 2.401 -0.483
C -2.735 -2.992 -1.862
C -0.238 1.536 -6.112
H -0.193 2.085 -7.043
H 4.666 -1.813 -6.045
H -3.813 -3.072 -1.854
H 0.717 -5.384 2.864
H 0.937 2.613 -2.294
H -0.096 3.300 -4.921
H 0.085 -4.380 -3.114
H 4.726 2.539 1.813
H -0.553 4.496 -2.543
H 1.032 -2.536 -1.754
H 3.580 3.389 2.844
H -3.073 2.964 3.800
H -1.894 3.437 -3.057
H 1.107 2.199 1.501
H 6.851 1.085 -3.784
H 4.030 -3.507 -0.268
H 4.840 -0.482 2.885
H -3.838 -1.166 -0.393
H 4.337 -5.795 0.636
H -0.384 -0.385 -7.059
H -0.333 -0.388 -2.779
H 1.363 -0.044 4.202
H 4.267 -0.607 1.215
H 1.396 1.711 4.357
H 3.413 -1.443 2.505
H -2.694 3.797 1.448
H -2.095 0.780 4.479
H 2.915 -1.849 -4.304
H 2.666 -6.716 2.216
H 0.742 -2.796 4.150
H -0.829 -3.366 1.580
H 2.740 0.738 4.964
H 2.346 1.764 0.326
H -0.803 -3.683 3.991
H -2.401 -0.423 0.212
H 2.103 -2.168 0.381
H 4.767 2.291 3.561
H 5.097 1.043 -2.041
H -2.426 -4.608 -3.210
H -0.478 -1.616 -4.909

***

C41H40LiN6O2S as an isolated structure in a non-equilibrium geometry. Source: OMol25; level of theory: ωB97M-V with the def2-TZVPD basis set.

Properties
charge: -1
maximum force: 3.1 eV Å⁻¹
spin multiplicity: 1
relative energy (zero: lowest compared OMol25 entry of this formula, charge and spin): 0.0 kJ/mol

CARTESIAN COORDINATES (ANGSTROEM)
S -3.302 0.742 -0.069
O -1.825 0.630 0.366
O -3.004 -4.048 3.016
N -2.742 -2.446 1.353
N 0.964 0.489 1.121
N 2.154 -0.148 -0.863
N -3.844 -2.537 -1.114
N 3.263 1.132 0.727
N -0.076 -2.323 1.988
C 5.360 1.915 -0.333
C -4.187 3.598 -2.828
C 1.195 -2.389 -3.639
C 6.573 1.587 -0.990
C -2.232 2.377 -3.542
C -6.048 -1.875 -0.244
C 0.975 1.292 2.234
C 1.097 0.771 3.549
C 1.855 -1.502 -2.826
C 1.259 1.544 4.704
C -4.115 1.735 1.164
C 1.230 -2.428 2.130
C 1.788 -3.111 3.193
C -2.285 1.651 -2.324
C 4.541 0.874 0.159
C 6.169 -0.783 -0.584
C 0.793 3.389 0.823
C 0.955 2.711 2.157
C 1.269 3.452 3.284
C 5.002 -0.448 0.095
C -6.538 -1.767 -1.548
C 1.412 -1.187 -1.486
C 0.046 -2.977 -3.127
C -4.243 2.857 -1.639
C 4.930 3.359 -0.318
C -2.305 -3.251 2.328
C -3.221 3.308 -3.826
C 2.041 0.487 0.373
C 3.035 -0.740 -3.422
C 0.925 -3.773 4.099
C -5.645 -1.989 -2.632
C -4.193 -2.674 1.263
C -4.714 -2.331 -0.124
C -3.312 1.827 -1.444
C -0.408 -2.633 -1.821
C -0.401 -3.788 3.827
C 0.277 -1.768 -0.994
C -0.888 -3.099 2.691
C 1.396 2.928 4.576
C -4.344 -2.382 -2.325
C 6.966 0.234 -1.118
Li -0.765 -1.044 0.747
H -1.315 -3.049 -1.451
H 1.856 -1.947 1.411
H 4.011 -0.861 -2.860
H -3.983 1.270 2.159
H 2.843 -3.083 3.436
H 5.572 3.953 0.329
H 1.569 -2.619 -4.623
H 6.471 -1.804 -0.740
H -5.110 2.954 -1.024
H -7.503 -1.287 -1.729
H 4.368 -1.227 0.482
H 1.785 3.689 0.430
H 5.037 3.661 -1.368
H -3.640 -2.623 -3.116
H -4.742 -1.933 1.917
H -3.220 3.882 -4.770
H -0.543 -3.713 -3.696
H 1.400 4.501 3.196
H 1.444 0.977 5.628
H 7.909 0.027 -1.668
H -5.155 1.779 0.897
H 2.906 0.355 -3.490
H 0.349 2.701 0.095
H -4.897 4.406 -2.893
H 3.860 3.483 -0.075
H -3.602 2.708 1.061
H -6.753 -1.720 0.588
H 7.175 2.383 -1.417
H -4.517 -3.668 1.554
H -1.377 2.290 -4.202
H 1.111 -0.313 3.677
H 0.176 4.331 0.881
H -5.995 -1.823 -3.647
H 3.003 0.127 -1.337
H 1.320 -4.266 4.965
H -1.492 0.947 -2.073
H -1.187 -4.367 4.383
H 3.186 1.950 1.335
H 1.590 3.609 5.400
H 3.256 -1.124 -4.434

***

C41H41BF3MnN9O4SSe as an isolated structure. Source: OMol25; level of theory: ωB97M-V with the def2-TZVPD basis set.

Properties
charge: +1
maximum force: 0.7 eV Å⁻¹
spin multiplicity: 3
relative energy (zero: lowest compared OMol25 entry of this formula, charge and spin): 265.6 kJ/mol

CARTESIAN COORDINATES (ANGSTROEM)
Se -1.628 3.790 1.487
Mn -0.634 -0.189 -1.271
S -1.864 0.515 -3.749
F -3.451 2.316 -4.842
F -1.519 3.073 -4.205
F -3.048 2.651 -2.740
O -0.415 0.668 -3.717
O -2.448 -0.214 -4.823
O -2.304 0.084 -2.391
O -0.547 1.687 -1.068
N -1.885 5.969 3.361
N 3.202 -1.800 0.214
N 2.244 -2.746 0.369
N 0.867 -1.186 -1.842
N 2.164 -0.847 -1.815
N 0.268 -0.268 0.450
N 0.250 2.622 -1.588
N 1.590 0.079 0.513
N -3.789 5.311 2.589
C 2.725 -6.220 1.501
C 1.866 -2.376 -3.410
C 3.218 0.856 2.239
C -0.290 -0.049 1.650
C 2.847 -3.804 0.886
C 4.276 -1.572 -2.899
C 1.493 2.329 -1.996
C -2.670 -0.378 0.942
C 1.858 0.468 1.773
C -0.461 6.095 3.612
C 2.081 -5.026 1.193
C -1.410 -2.920 -3.965
C -1.344 -2.657 -1.559
C 0.484 4.871 -2.224
C 5.664 -1.434 0.601
C -2.858 6.764 3.944
C 0.656 -2.103 -2.788
C 2.285 3.327 -2.520
C -4.430 -0.516 2.561
C -4.796 4.583 1.835
C -2.529 2.250 -3.900
C 1.782 4.612 -2.640
C -2.746 -3.265 -3.874
C -0.272 3.856 -1.690
C -0.044 -6.146 1.450
C -3.392 -3.296 -2.640
C 0.700 0.397 2.519
C -4.043 6.355 3.463
C -2.146 -0.232 3.264
C 1.993 -7.366 1.779
C 2.797 -1.579 -2.754
C -2.457 5.076 2.518
C -0.709 -2.605 -2.809
C 0.608 -7.334 1.751
C -3.488 -0.375 3.572
C 4.412 -2.250 0.636
C -4.015 -0.517 1.239
C 4.226 -3.539 1.069
C 0.686 -5.001 1.176
C -1.716 -0.229 1.940
C -2.690 -3.004 -1.483
B 2.751 -0.481 -0.402
H -4.440 -3.562 -2.589
H 0.186 -4.067 0.954
H 0.045 5.854 -2.309
H 4.714 -2.263 -2.173
H -0.089 7.036 3.208
H 2.068 -3.091 -4.191
H -1.425 -0.125 4.064
H -2.406 -0.387 -0.107
H -1.288 3.954 -1.334
H -4.472 3.552 1.721
H -5.041 6.702 3.663
H 0.585 0.687 3.549
H -0.926 -2.844 -4.930
H -3.176 -3.053 -0.517
H 4.558 -1.902 -3.897
H 3.808 -6.260 1.514
H 5.558 -0.497 1.149
H -0.272 6.060 4.683
H 0.042 5.267 3.121
H 3.287 3.079 -2.837
H 2.510 -8.288 2.013
H -4.925 5.022 0.847
H -5.736 4.621 2.379
H -2.616 7.540 4.649
H 3.641 0.322 -0.492
H -0.748 -2.573 -0.654
H 3.138 1.379 3.190
H -5.479 -0.629 2.803
H -1.127 -6.113 1.432
H 4.691 -0.581 -2.719
H 4.983 -4.187 1.482
H 1.812 1.305 -1.881
H -3.801 -0.382 4.608
H 6.474 -2.003 1.054
H 2.391 5.400 -3.061
H 3.720 1.501 1.518
H 3.833 -0.034 2.389
H 5.961 -1.180 -0.419
H -3.300 -3.488 -4.776
H -4.732 -0.622 0.434
H 0.038 -8.229 1.966